(1)
60
Properties=species:S:1:pos:R:3:lowdin_charge:R:1 method="wB97M-V/def2-TZVPD" homo_ev=-10.7 smiles="COC(=O)OC.COC(=O)OC.COC(=O)OC.COC(=O)OC.CC#N.CC#N" homo_lumo_gap_ev=11.31 lumo_ev=0.631 total_energy_ev=-44626.8079 max_force_ev_per_a=3.52 molar_mass_g_mol=442.42
C -4.622 -2.284 -1.469 -0.033
O -3.448 -2.961 -0.976 -0.019
C -3.394 -4.303 -0.764 -0.644
O -2.431 -4.779 -0.249 0.143
O -4.443 -4.899 -1.211 0.004
C -4.816 -6.225 -0.798 0.005
H -4.804 -1.376 -0.816 0.090
H -5.532 -2.836 -1.455 0.074
H -4.422 -1.905 -2.478 0.094
H -5.184 -6.739 -1.683 0.098
H -5.533 -6.136 -0.017 0.089
H -3.983 -6.823 -0.493 0.086
C -2.460 -1.856 1.938 -0.014
O -2.207 -0.442 2.076 -0.006
C -3.115 0.357 1.503 -0.567
O -4.134 -0.022 0.983 0.112
O -2.652 1.628 1.550 0.005
C -3.555 2.609 1.133 -0.074
H -1.818 -2.342 2.645 0.094
H -2.017 -2.136 1.013 0.069
H -3.494 -2.170 1.968 0.100
H -3.429 3.539 1.711 0.096
H -4.595 2.327 1.297 0.094
H -3.395 3.022 0.104 0.099
C 0.609 -0.269 0.650 -0.073
O 0.256 1.051 0.438 -0.005
C -0.132 1.506 -0.749 -0.541
O 0.066 0.951 -1.792 0.138
O -0.645 2.793 -0.661 -0.036
C -0.841 3.526 -1.798 -0.106
H 0.358 -0.501 1.694 0.102
H 1.657 -0.409 0.445 0.069
H -0.029 -0.906 0.011 0.099
H -0.740 4.635 -1.598 0.114
H -1.839 3.406 -2.203 0.086
H -0.211 3.242 -2.624 0.088
C 5.709 2.854 0.784 -0.022
O 5.280 1.628 0.229 0.000
C 4.525 1.569 -0.846 -0.631
O 4.140 2.518 -1.454 0.137
O 4.266 0.270 -1.023 -0.009
C 3.508 -0.006 -2.168 -0.047
H 5.876 2.597 1.818 0.096
H 4.910 3.577 0.622 0.068
H 6.669 3.196 0.415 0.097
H 2.501 0.253 -1.932 0.067
H 3.669 -1.065 -2.410 0.103
H 3.829 0.601 -3.046 0.112
C 2.122 4.559 0.805 -0.068
C 3.002 5.053 1.829 -0.301
N 3.730 5.356 2.652 0.137
H 2.590 4.005 -0.011 0.067
H 1.594 5.420 0.341 0.096
H 1.362 3.896 1.222 0.083
C 4.064 -3.119 1.020 -0.056
C 2.766 -3.157 0.356 -0.271
N 1.744 -2.989 -0.110 0.160
H 3.814 -2.921 2.066 0.088
H 4.683 -2.321 0.604 0.080
H 4.619 -4.050 0.911 0.080

=====

(2)
56
Properties=species:S:1:pos:R:3:lowdin_charge:R:1 method="wB97M-V/def2-TZVPD" homo_ev=-9.2 homo_lumo_gap_ev=9.21 lumo_ev=0.045 total_energy_ev=-51904.4084 max_force_ev_per_a=6.85 molar_mass_g_mol=407.47
C 3.802 1.906 0.044 -0.106
C 2.258 2.347 0.114 -0.375
C 2.045 3.833 0.732 -0.101
C 1.478 2.237 -1.320 -0.132
C 0.516 0.947 -1.375 -0.288
C 1.115 -0.165 -2.421 -0.088
C -0.990 1.246 -1.894 -0.167
O -1.857 0.261 -1.288 -0.149
C -2.677 0.747 -0.221 -0.419
C -4.040 1.322 -0.909 -0.106
N -5.111 1.844 -1.155 0.146
C -3.071 -0.581 0.663 -0.105
C -1.927 -1.722 0.635 -0.082
C -1.844 -2.427 2.105 -0.387
N -2.955 -3.200 2.709 0.065
O -0.746 -2.334 2.761 -0.014
C -2.034 1.818 0.780 -0.310
C -0.965 1.249 1.812 -0.184
N -0.139 0.730 2.522 0.183
P -3.501 2.504 1.855 0.931
O -2.802 2.940 3.362 -0.309
O -4.274 3.812 1.069 -0.308
H 4.520 2.729 -0.321 0.079
H 4.123 1.682 1.140 0.087
H 3.977 0.904 -0.517 0.086
H 1.742 1.620 0.853 0.096
H 1.314 4.484 0.136 0.060
H 3.015 4.421 0.883 0.072
H 1.568 3.709 1.786 0.075
H 2.320 2.045 -2.098 0.115
H 0.879 3.189 -1.537 0.098
H 0.473 0.387 -0.360 0.119
H 0.240 -0.918 -2.569 0.083
H 1.976 -0.784 -1.948 0.059
H 1.385 0.293 -3.440 0.085
H -0.972 1.014 -3.035 0.142
H -1.318 2.338 -1.807 0.122
H -3.280 -0.339 1.761 0.104
H -4.074 -0.954 0.212 0.136
H -0.862 -1.319 0.453 0.114
H -2.241 -2.550 -0.090 0.122
H -2.825 -4.199 2.429 0.093
H -2.731 -3.212 3.730 0.091
H -1.577 2.753 0.297 0.117
H -2.435 3.854 3.263 0.063
H -3.658 4.373 0.540 0.063
C 1.337 -4.554 -1.490 -0.267
S 2.411 -3.872 -0.207 0.816
O 2.687 -2.447 -0.566 -0.567
C 3.873 -4.833 -0.653 -0.271
H 0.366 -4.061 -1.424 0.041
H 1.770 -4.372 -2.475 0.059
H 1.210 -5.626 -1.327 0.052
H 4.149 -4.635 -1.690 0.057
H 3.665 -5.897 -0.517 0.052
H 4.693 -4.540 0.003 0.051

=====

(3)
61
Properties=species:S:1:pos:R:3:lowdin_charge:R:1 method="wB97M-V/def2-TZVPD" homo_ev=-5.2 homo_lumo_gap_ev=7.75 lumo_ev=2.538 total_energy_ev=-189073.6614 max_force_ev_per_a=1.48 molar_mass_g_mol=592.01 charge=-1
C 0.750 2.169 0.131 -0.140
O 1.536 1.530 1.096 -0.195
C 2.282 0.411 0.591 -0.107
B 1.596 -1.002 0.994 -0.847
C 0.005 -1.033 0.590 -0.540
Br -0.271 -1.241 -1.301 0.719
C -1.041 -0.850 1.394 -0.751
C -0.911 -0.585 2.866 -0.121
Br -2.853 -0.815 0.753 0.658
O 1.890 -1.313 2.435 0.015
C 2.804 -2.348 2.467 -0.377
C 2.833 -3.076 3.795 -0.112
C 1.448 -3.513 4.265 -0.067
C 1.507 -4.271 5.557 -0.586
F 0.268 -4.574 6.042 0.104
F 2.134 -3.572 6.538 0.112
F 2.176 -5.451 5.437 0.113
C 2.405 -3.155 1.218 -0.447
P 3.528 -4.471 0.691 0.762
N 2.942 -5.933 0.847 -0.334
O 2.272 -2.141 0.266 -0.090
H 0.497 3.158 0.506 0.083
H 1.284 2.285 -0.812 0.078
H -0.185 1.641 -0.057 0.062
H 3.285 0.444 1.015 0.108
H 2.405 0.502 -0.492 0.096
H -0.580 -1.494 3.357 0.059
H -0.159 0.168 3.059 0.085
H -1.869 -0.322 3.295 0.048
H 3.831 -1.992 2.291 0.149
H 3.231 -2.398 4.543 0.123
H 3.505 -3.927 3.722 0.111
H 0.859 -2.615 4.410 0.117
H 0.942 -4.119 3.522 0.135
H 1.415 -3.577 1.420 0.129
H 4.655 -4.307 1.524 -0.002
H 3.961 -4.146 -0.605 0.008
H 2.912 -6.416 -0.039 -0.074
C -3.322 0.192 -4.051 -0.112
O -3.543 1.525 -3.649 -0.198
C -3.493 1.686 -2.238 -0.208
C -2.902 3.021 -1.851 -0.176
O -1.497 3.113 -2.008 -0.132
C -0.957 3.231 -3.308 -0.181
C -1.129 4.591 -3.945 -0.203
O -2.454 4.795 -4.408 -0.193
C -2.857 6.141 -4.367 -0.125
H -4.159 -0.456 -3.762 0.088
H -3.231 0.187 -5.136 0.084
H -2.399 -0.207 -3.617 0.067
H -2.902 0.888 -1.782 0.072
H -4.518 1.628 -1.846 0.128
H -3.064 3.140 -0.777 0.129
H -3.419 3.843 -2.354 0.119
H -1.318 2.439 -3.968 0.124
H 0.117 3.079 -3.171 0.126
H -0.445 4.665 -4.802 0.126
H -0.856 5.362 -3.215 0.125
H -2.701 6.573 -3.371 0.086
H -3.921 6.172 -4.594 0.085
H -2.318 6.744 -5.108 0.085

=====

(4)
57
Properties=species:S:1:pos:R:3:lowdin_charge:R:1 method="wB97M-V/def2-TZVPD" homo_ev="-5.9 / -7.5" spin_multiplicity=5 homo_lumo_gap_ev="5.72 / 7.30" lumo_ev="-0.221 / -0.173" total_energy_ev=-89214.4940 max_force_ev_per_a=4.35 molar_mass_g_mol=474.43
P -0.484 -2.001 -0.541 0.808
P 0.149 1.384 -1.810 0.906
C -1.120 -1.231 -2.101 -0.395
C -0.275 -0.198 -2.844 -0.303
H -2.106 -0.816 -1.843 0.076
H -1.283 -2.142 -2.714 0.076
H 0.637 -0.677 -3.234 0.072
H -0.866 0.133 -3.723 0.089
C -1.568 2.018 -2.063 -0.250
H -1.680 3.002 -1.577 0.047
H -2.333 1.322 -1.687 0.037
H -1.676 2.139 -3.164 0.042
C 0.803 2.679 -3.026 -0.189
H 0.003 3.051 -3.684 0.036
H 1.588 2.263 -3.663 0.044
H 1.226 3.577 -2.553 0.050
C -1.803 -3.338 -0.579 -0.277
H -1.649 -4.161 0.103 0.043
H -1.826 -3.756 -1.617 0.083
H -2.773 -2.859 -0.356 0.058
C 0.847 -3.034 -1.353 -0.228
H 1.712 -2.493 -1.761 0.039
H 0.367 -3.575 -2.178 0.044
H 1.240 -3.761 -0.635 0.052
Cr -1.611 -1.965 1.245 0.434
C 1.623 3.347 0.051 -0.105
C 0.396 2.644 0.016 -0.264
C 0.132 1.391 0.900 -0.224
C 1.301 0.440 1.094 -0.231
C 1.948 0.047 -0.165 -0.151
C 2.037 0.818 -1.355 -0.395
C 3.174 1.814 -1.138 -0.182
C 2.966 2.767 0.046 -0.213
C -0.701 -3.213 2.724 -0.174
H 1.619 4.430 0.294 0.111
H -0.502 3.305 0.007 0.104
H -0.713 0.814 0.468 0.067
H -0.244 1.681 1.890 0.110
H 2.063 0.897 1.718 0.106
H 1.002 -0.388 1.772 0.099
H 2.422 -0.933 -0.135 0.099
H 2.218 0.242 -2.287 0.100
H 3.369 2.374 -2.056 0.101
H 4.072 1.233 -0.924 0.114
H 3.118 2.236 0.994 0.100
H 3.794 3.489 0.061 0.116
H 0.238 -2.796 3.107 0.006
H -0.393 -4.223 2.374 -0.003
H -1.336 -3.302 3.622 0.003
F -1.581 0.218 5.760 0.126
C -2.489 -0.601 5.179 -0.600
F -2.277 -1.849 5.621 0.132
F -3.736 -0.218 5.547 0.124
S -2.300 -0.529 3.310 0.546
O -3.236 -1.595 2.831 -0.337
O -2.592 0.848 2.972 -0.267
O -0.908 -0.950 3.055 -0.410